7
Properties=species:S:1:pos:R:3:forces:R:3:lowdin_charge:R:1 method="wB97M-V/def2-TZVPD" e_above_lowest_ev=5.554 fmax_ha_per_bohr=0.0853 homo_lumo_gap_ev="7.169 / 7.176" homo_energy_ha="-0.3203 / -0.3205" total_energy_ev=-15453.2547
C -0.04459 -0.57878 -0.91133 -0.8 -2.8 -0.3 -0.034
N 0.37403 0.50539 -1.07254 0.2 2.0 -1.4 -0.596
O -0.35776 0.28689 1.47198 0.6 -2.0 0.7 -0.398
S 0.61523 1.98465 -0.77047 0.6 0.4 -0.3 0.830
H -0.41484 -1.54943 -1.22207 0.5 0.4 -0.8 0.135
H -0.30743 -0.51248 0.24861 -0.1 1.4 4.2 0.058
H 0.13536 -0.13624 2.25582 -1.1 0.7 -2.1 0.005

7
Properties=species:S:1:pos:R:3:forces:R:3:lowdin_charge:R:1 method="wB97M-V/def2-TZVPD" e_above_lowest_ev=1.455 fmax_ha_per_bohr=0.0656 homo_lumo_gap_ev=9.541 homo_energy_ha=-0.3242 total_energy_ev=-15457.3537
C -2.52046 -0.45928 -0.26063 -3.2 0.5 0.9 0.009
N 0.36156 0.38485 0.49755 -0.5 2.9 -0.2 -0.498
O -3.59217 -0.23459 0.10762 3.2 -0.6 -1.0 0.003
S 1.29234 -0.84275 -0.16098 0.6 -0.4 -0.6 0.608
H 0.38721 -1.29120 -1.05147 -0.1 0.0 0.2 -0.176
H 0.58982 0.56394 1.45740 0.0 -0.7 0.7 0.001
H 0.49740 1.35612 0.09653 0.0 -1.8 -0.1 0.053

7
Properties=species:S:1:pos:R:3:forces:R:3:lowdin_charge:R:1 method="wB97M-V/def2-TZVPD" e_above_lowest_ev=6.871 fmax_ha_per_bohr=0.1209 homo_lumo_gap_ev="6.907 / 7.202" homo_energy_ha="-0.3277 / -0.3364" total_energy_ev=-15451.9376
C -1.19858 -0.42933 0.33350 2.5 -1.3 -0.3 -0.039
N -0.27517 -1.29211 0.23750 0.0 0.4 -0.2 -0.494
O 1.38498 1.00139 -0.31567 0.7 3.3 -0.7 -0.672
S 1.22788 -1.28825 -0.06336 1.4 2.1 -0.5 0.922
H -2.14408 -0.74991 0.25139 -3.5 -1.1 0.4 0.044
H -0.89915 0.54514 0.27019 0.4 2.6 -0.1 0.040
H 1.90411 2.21307 -0.71356 -1.5 -5.9 1.4 0.200

7
Properties=species:S:1:pos:R:3:forces:R:3:lowdin_charge:R:1 method="wB97M-V/def2-TZVPD" e_above_lowest_ev=2.211 fmax_ha_per_bohr=0.1135 homo_lumo_gap_ev="8.501 / 6.964" homo_energy_ha="-0.2896 / -0.3633" total_energy_ev=-15453.5513 spin_multiplicity=3
C -0.73577 -0.18986 0.03779 3.6 1.7 4.3 -0.059
N 0.66403 0.28061 -0.12726 -0.1 -1.6 -0.3 -0.758
O 0.83303 1.47325 -0.43809 1.1 0.7 0.0 -0.102
S 1.96018 -0.89151 0.21897 -0.5 1.1 -0.2 0.698
H -0.80358 -0.01459 1.18667 -1.1 -0.8 -2.0 0.134
H -0.72465 -1.15035 -0.31222 -0.7 -2.6 -0.5 0.034
H -1.19323 0.49247 -0.56587 -2.1 1.5 -1.3 0.053